Model A:
2 unconnected molecules or ions with the total composition CH2NO4P. Source: the Open Molecules 2025 dataset; level of theory: wB97M-V/def2-TZVPD.

Computed properties:
Highest occupied orbital energy (eV): -0.81
LUMO level (eV): 6.51
Spin multiplicity: 1
Charge: -2

Each atom is followed by the atoms it is bonded to, with distances in Å.
Element x y z (Å)
1 C 0.99018 0.40337 0.06016  N2 1.318, O5 1.293, H8 1.249
2 N -0.12897 -0.28271 -0.05911  C1 1.318, H9 0.999
3 O -5.31390 0.33435 -1.49253  P7 1.535
4 O -5.13938 -1.40213 0.48151  P7 1.463
5 O 1.26918 1.66627 0.05330  C1 1.293
6 O -4.63935 0.99209 0.93017  P7 1.460
7 P -5.00397 -0.04038 -0.03619  O3 1.535, O4 1.463, O6 1.460
8 H 2.02282 -0.28132 -0.09961  C1 1.249
9 H -0.77078 0.40674 0.27434  N2 0.999

=====

Model B:
2 unconnected molecules or ions with the total composition CH2NO4P. Source: the Open Molecules 2025 dataset; level of theory: wB97M-V/def2-TZVPD.

Computed properties:
Highest occupied orbital energy (eV): -0.27
LUMO level (eV): 6.84
Spin multiplicity: 1
Charge: -2

Each atom is followed by the atoms it is bonded to, with distances in Å.
Element x y z (Å)
1 C -2.26923 0.28244 0.17963  N2 1.255, O5 1.296, H8 1.245
2 N -1.07457 0.50052 0.49721  C1 1.255, H9 1.068
3 O 2.02278 0.63939 -1.25877  P7 1.501
4 O 2.82738 0.00770 1.22685  P7 1.473
5 O -2.68871 -0.31034 -0.89415  C1 1.296
6 O 2.27442 -1.72826 -0.46128  P7 1.476
7 P 2.30322 -0.29329 -0.11655  O3 1.501, O4 1.473, O6 1.476
8 H -3.05230 0.94648 0.88450  C1 1.245
9 H -0.34298 -0.04464 -0.05744  N2 1.068

=====

Most stable to least stable, the ends of the list are model A and model B.

=====

Model A:
A gas-phase ion, C3H9N4 (charge +1). Source: the Open Molecules 2025 dataset; level of theory: wB97M-V/def2-TZVPD.

Computed properties:
Highest occupied orbital energy (spin up / spin down) (eV): -9.08 / -13.95
LUMO level (spin up / spin down) (eV): -3.42 / -6.92
Spin multiplicity: 3
Charge: +1

Each atom is followed by the atoms it is bonded to, with distances in Å.
Element x y z (Å)
1 C 1.30368 0.03421 -0.05020  C3 1.655, N4 1.220, N5 1.423
2 C -1.04548 0.30155 -0.79089  C3 1.535, N7 1.504, H8 1.131, H9 1.137
3 C -0.04342 -0.82176 -0.48834  C1 1.655, C2 1.535, N6 1.462, H10 1.164
4 N 2.36719 -0.55714 -0.14265  C1 1.220, H11 1.008
5 N 0.80169 1.33672 0.22577  C1 1.423, N7 1.480, H12 0.993
6 N -0.52497 -1.55017 0.68424  C3 1.462, H13 1.042, H14 0.990
7 N -0.66635 1.19864 0.35563  C2 1.504, N5 1.480, H15 1.049, H16 1.082
8 H -1.05298 0.84322 -1.78389  C2 1.131
9 H -2.16480 0.10705 -0.74277  C2 1.137
10 H 0.01814 -1.51950 -1.41796  C3 1.164
11 H 3.25947 -0.10824 -0.00681  N4 1.008
12 H 1.00116 2.05194 0.88436  N5 0.993
13 H -1.30166 -2.15684 0.34487  N6 1.042
14 H 0.06036 -2.18808 1.16465  N6 0.990
15 H -0.97804 2.19517 0.45916  N7 1.049
16 H -1.03399 0.83323 1.30482  N7 1.082

=====

Model B:
A gas-phase ion, C3H9N4 (charge +1). Source: the Open Molecules 2025 dataset; level of theory: wB97M-V/def2-TZVPD.

Computed properties:
Highest occupied orbital energy (spin up / spin down) (eV): -11.87 / -13.85
LUMO level (spin up / spin down) (eV): -3.20 / -7.21
Spin multiplicity: 3
Charge: +1

Each atom is followed by the atoms it is bonded to, with distances in Å.
Element x y z (Å)
1 C 0.38116 1.24828 -0.06701  C2 1.358, C3 1.467, H8 1.073
2 C -0.68532 0.41066 -0.13184  C1 1.358, N4 1.371, N5 1.682
3 C 1.68035 0.58938 0.10449  C1 1.467, N7 1.426, H9 1.033, H10 1.022
4 N -0.58946 -0.92523 -0.42557  C2 1.371, N6 1.239
5 N -2.24968 1.02773 -0.13065  C2 1.682, H11 0.951, H12 1.071
6 N -1.23149 -1.71871 0.27671  N4 1.239, H13 0.975, H14 0.997
7 N 1.39478 -0.77071 -0.21627  C3 1.426, H15 1.005, H16 0.986
8 H 0.24777 2.30750 0.04494  C1 1.073
9 H 2.39077 1.00181 -0.52175  C3 1.033
10 H 2.10118 0.59731 1.03547  C3 1.022
11 H -2.07227 1.88428 0.24172  N5 0.951
12 H -2.46898 1.27023 -1.15019  N5 1.071
13 H -1.17912 -2.68635 0.16987  N6 0.975
14 H -1.75348 -1.53665 1.10624  N6 0.997
15 H 1.30581 -0.99732 -1.19151  N7 1.005
16 H 2.02938 -1.50586 -0.04824  N7 0.986

=====

Model C:
2 unconnected molecules or ions with the total composition C3H9N4. Source: the Open Molecules 2025 dataset; level of theory: wB97M-V/def2-TZVPD.

Computed properties:
Highest occupied orbital energy (spin up / spin down) (eV): -8.96 / -14.26
LUMO level (spin up / spin down) (eV): -4.06 / -6.10
Spin multiplicity: 3
Charge: +1

Each atom is followed by the atoms it is bonded to, with distances in Å.
Element x y z (Å)
1 C 0.55355 0.36546 0.54791  C2 1.413, N6 1.268, H16 1.164
2 C 1.48109 1.18980 1.22389  C1 1.413, H8 1.136, H9 1.057, H10 1.070
3 C -0.12471 -1.50382 -0.74595  N6 1.443, H11 1.127, H12 1.043, H13 1.184
4 N -4.70893 1.43993 -1.46422  N5 1.181, H14 1.095
5 N -3.73711 0.80289 -1.25451  N4 1.181, N7 1.123
6 N 0.86402 -0.69474 -0.07439  C1 1.268, C3 1.443, H15 1.086
7 N -2.83084 0.16946 -1.05779  N5 1.123
8 H 1.29963 2.31145 1.22199  C2 1.136
9 H 1.26122 1.08770 2.25316  C2 1.057
10 H 2.53478 1.01983 1.14158  C2 1.070
11 H 0.06901 -1.48652 -1.85563  C3 1.127
12 H 0.05582 -2.48691 -0.44694  C3 1.043
13 H -1.22911 -1.13659 -0.53114  C3 1.184
14 H -4.68265 2.32923 -2.10174  N4 1.095
15 H 1.89064 -1.04538 -0.12951  N6 1.086
16 H -0.57750 0.63801 0.56089  C1 1.164

=====

Most stable to least stable, the ends of the list are model B and model A.

=====

Model A:
A single C4H5O2P molecule. Source: the Open Molecules 2025 dataset; level of theory: wB97M-V/def2-TZVPD.

Computed properties:
Highest occupied orbital energy (eV): -9.25
LUMO level (eV): -0.55
Structure (SMILES): O=C1C[C@@H]2[C@H]1[P@H]2=O
Spin multiplicity: 1

Each atom is followed by the atoms it is bonded to, with distances in Å.
Element x y z (Å)
1 O 1.57296 -1.91389 0.74817  C2 1.173
2 C 1.02345 -0.90358 0.51778  O1 1.173, C3 1.542, C5 1.494
3 C 0.30694 -0.47899 -0.78014  C2 1.542, C4 1.515, H8 1.034, H9 1.041
4 C -0.09418 0.81848 -0.10755  C3 1.515, C5 1.536, P6 2.120, H10 1.096
5 C 0.47528 0.29637 1.21970  C2 1.494, C4 1.536, P6 1.838, H11 1.055
6 P -1.33995 0.16805 1.48037  C4 2.120, C5 1.838, O7 1.513, H12 1.432
7 O -2.00574 0.32326 2.82996  P6 1.513
8 H -0.57479 -1.00347 -0.90666  C3 1.034
9 H 0.86811 -0.21758 -1.61650  C3 1.041
10 H 0.07450 1.75069 -0.65837  C4 1.096
11 H 1.03256 0.73280 2.00199  C5 1.055
12 H -1.90335 -0.86246 0.66173  P6 1.432

=====

Model B:
2 unconnected molecules or ions with the total composition C4H5O2P. Source: the Open Molecules 2025 dataset; level of theory: wB97M-V/def2-TZVPD.

Computed properties:
Highest occupied orbital energy (eV): -9.38
LUMO level (eV): 0.73
Structure (SMILES): C#COP.C=C=O
Spin multiplicity: 1

Each atom is followed by the atoms it is bonded to, with distances in Å.
Element x y z (Å)
1 C 0.25327 -2.28348 -0.49374  C2 1.197, H5 1.045
2 C 1.06288 -1.41326 -0.35219  C1 1.197, O3 1.297
3 O 1.98810 -0.51653 -0.20647  C2 1.297, P4 1.679
4 P 1.72182 1.12147 0.04674  O3 1.679, H6 1.403, H7 1.400
5 H -0.41417 -3.07548 -0.63422  C1 1.045
6 H 1.96691 1.53623 -1.27121  P4 1.403
7 H 3.06840 1.27662 0.39739  P4 1.400
8 C -1.98809 0.33695 0.40965  C9 1.287, H11 1.072, H12 1.073
9 C -1.27159 0.57386 -0.63254  C8 1.287, O10 1.164
10 O -0.60173 0.83651 -1.54812  C9 1.164
11 H -2.88249 0.88990 0.62005  C8 1.072
12 H -1.71892 -0.45012 1.08671  C8 1.073

=====

Most stable to least stable, the ends of the list are model A and model B.